Entry from the OMol25 dataset: a gas-phase ion, C20H22NO2 (charge +1) (ωB97M-V/def2-TZVPD).

Last column: Mulliken charge in e.
Atoms and positions in Å:
C 3.4133 -0.8979 0.6785  -1.336
C 2.2023 -0.0493 0.4428  0.884
O 2.1777 1.1460 0.3736  -0.505
O 1.1024 -0.8259 0.3093  -0.497
C -0.1937 -0.1928 0.1995  2.672
C -0.4898 0.5361 1.4989  -0.395
C -0.5876 1.9172 1.6061  -0.091
C -0.8191 2.5059 2.8361  -1.232
C -0.9457 1.7449 3.9914  1.001
C -0.8231 0.3643 3.8813  -1.062
C -0.5958 -0.2315 2.6568  -0.745
H -0.4799 -1.3044 2.6026  0.457
H -0.8995 -0.2516 4.7646  0.399
C -1.1693 2.3942 5.3177  -1.521
H -0.2098 2.6617 5.7607  0.286
H -1.6786 1.7208 6.0021  0.392
H -1.7524 3.3054 5.2118  0.396
H -0.8916 3.5811 2.8976  0.405
H -0.4665 2.5557 0.7469  0.443
C -1.1703 -1.3772 -0.0133  -1.464
H -2.0421 -1.2806 0.6356  0.419
N -1.6301 -1.4302 -1.4264  0.449
H -2.1505 -2.2978 -1.5835  0.497
C -0.4872 -1.3670 -2.3318  0.180
C -0.1697 -2.3391 -3.2560  -1.239
C 0.9447 -2.1265 -4.0559  -0.652
C 1.7011 -0.9726 -3.9183  -0.751
C 1.3662 -0.0054 -2.9816  -0.752
C 0.2548 -0.2033 -2.1828  0.092
C -0.2585 0.6739 -1.0826  -0.649
H 0.3530 1.5670 -0.9684  1.128
C -1.7270 1.0232 -1.3704  -0.740
H -1.7693 1.7178 -2.2083  0.538
H -2.1574 1.5171 -0.5004  0.424
C -2.5051 -0.2572 -1.7028  -0.550
H -3.4088 -0.3436 -1.0975  0.458
H -2.7866 -0.2905 -2.7571  0.323
H 1.9614 0.8868 -2.8678  0.551
H 2.5652 -0.8265 -4.5467  0.448
H 1.2216 -2.8685 -4.7872  0.439
H -0.7617 -3.2365 -3.3564  0.456
H -0.6395 -2.3020 0.2214  0.385
H 3.3080 -1.8620 0.1905  0.337
H 3.5152 -1.0591 1.7506  0.334
H 4.2983 -0.3775 0.3253  0.387

Summary:
* HOMO: -0.4322 Ha
* net charge: +1
* SMILES string: CC(=O)O[C@]1(c2ccc(C)cc2)C[N@H+]2CC[C@@H]1c1ccccc12
* electronic energy: -980.36195 a.u.
* energy relative to the best compared isomer or geometry (same formula, charge and spin): 0.0 kJ/mol
* gap between HOMO and LUMO: 9.0 eV
* maximum force: 1.08 eV/Å